Record 1
Formula: C18H20MgN2O3S3
Source: OMol25
Level of theory: ωB97M-V with the def2-TZVPD basis set

Geometry (Å):
H 3.591 -0.821 -0.210
H -0.125 2.975 -2.300
H -1.579 7.333 1.336
C -0.041 4.765 -1.107
H -1.465 9.040 -0.344
H 5.193 -1.754 3.677
H -0.704 4.462 3.010
H 0.508 -0.539 -2.987
C 4.388 -1.453 3.020
Mg -0.167 0.592 1.254
C -1.517 4.872 2.414
S -1.417 -2.695 -1.947
C -1.139 6.616 0.651
C -0.578 -0.470 -3.107
H 2.952 -1.261 4.596
H -0.807 0.312 -3.829
H -2.284 4.098 2.340
O -0.923 2.015 -0.102
H 5.558 -1.529 1.187
S 0.518 -0.453 3.365
H 0.212 6.421 -2.430
H -1.153 0.770 -1.406
C -1.030 5.289 1.051
C 3.149 -1.182 3.537
H -1.948 5.722 2.941
C -1.512 -1.198 -1.059
C 3.551 -0.947 0.860
C -0.692 7.045 -0.591
C -1.170 -1.812 -3.518
H 1.474 3.334 -1.663
N -1.188 -0.161 -1.822
C -0.352 2.937 0.574
C 4.600 -1.331 1.643
N 2.332 -0.688 1.384
O 0.309 2.626 1.595
H 0.833 4.284 -3.006
C 0.568 3.785 -2.075
O 1.378 -0.353 0.519
S -1.959 -1.150 0.548
H -0.497 -2.375 -4.159
H -2.130 -1.688 -4.018
C -0.142 6.105 -1.454
C -0.779 8.492 -0.989
C -0.484 4.366 0.158
C 2.070 -0.785 2.720
H 0.199 8.974 -0.918
H -1.122 8.600 -2.019

The value obtained for the energy above the lowest of the compared OMol25 structures with the same formula, charge and spin is 4.1 kcal/mol. As for the LUMO energy: 0.39 eV. Its HOMO-LUMO gap is 8.22 eV.

---

Record 2
Formula: C35H93N7O9
Source: OMol25
Level of theory: ωB97M-V with the def2-TZVPD basis set

Geometry (Å):
H 3.500 -2.275 -0.722
C -4.085 2.063 1.157
H -2.348 -4.140 7.340
H 8.140 2.586 -0.799
C 0.439 0.327 -4.994
H -1.307 -5.724 -0.854
C 7.071 2.414 -0.679
O 3.775 -0.724 5.034
C -1.203 -0.815 -8.206
H -6.738 1.433 -0.537
C 4.473 1.593 -1.833
C 3.362 -0.150 3.828
N 2.678 -0.654 1.516
N 0.114 0.080 -6.402
H -0.387 5.589 3.391
H -2.051 -1.706 7.025
H -4.398 1.713 2.144
C -3.091 -1.476 5.208
H 1.037 -2.774 -1.281
C 3.239 -1.222 2.762
H 0.297 7.315 0.990
H 1.454 -1.475 -4.305
H -4.262 3.138 1.065
O -1.921 -1.669 4.469
H 2.530 -1.985 3.092
H -4.220 -0.999 7.668
C -2.092 -1.460 3.082
H 4.695 -0.090 -3.178
H 2.382 0.348 3.933
H 0.036 -3.661 2.610
H 0.711 -2.677 -6.016
C -6.157 1.270 0.382
H 0.218 -6.206 2.558
H 0.587 3.674 2.040
H 2.446 -0.435 -5.285
H -0.485 -2.182 -4.203
H -8.122 -0.357 -0.196
H 1.427 -4.033 1.519
H -0.419 -0.599 -8.940
C -1.249 -1.431 -4.409
H -2.111 -1.706 -3.798
H 0.139 -2.978 1.003
H 0.947 1.041 -0.136
H -1.527 -4.885 1.411
C -0.230 5.707 2.315
H -1.125 -1.396 2.596
H -0.716 1.519 0.391
C -2.629 -3.623 6.424
H 5.283 -1.105 2.111
H -2.185 -3.720 -2.206
H 1.807 4.937 2.168
H 4.227 -0.346 6.970
H -4.609 -0.916 0.779
N 2.991 1.697 -1.836
H -1.353 5.665 0.632
H 6.756 2.785 0.303
C -0.560 -1.134 -6.855
H -1.437 7.604 4.409
H -2.663 -2.312 2.683
C 1.680 -0.426 -4.503
H -2.688 -0.568 2.853
H -0.760 -6.981 1.537
C -0.125 0.832 -0.209
C -1.624 -3.266 -1.372
H 4.658 3.610 -2.501
H -0.274 2.395 -4.861
H 0.438 -5.706 -0.745
H -3.212 -0.389 5.388
H -1.866 -3.782 5.662
H 2.599 2.430 -1.264
N -1.499 5.436 1.614
C -6.501 -0.105 0.971
H 1.210 -2.242 -7.646
H 4.753 0.976 -0.972
H -0.265 -3.175 -7.409
C 3.866 0.183 6.086
H -4.012 -1.778 4.690
H 1.281 7.314 2.391
H -6.549 2.050 1.046
H 1.736 -0.309 1.666
O -0.660 8.099 2.557
H 2.602 0.797 -1.588
C -0.790 -0.011 -4.150
H -5.491 -1.179 -0.681
H -6.257 -0.010 2.035
H 5.983 1.112 -3.310
C -1.684 -1.476 -5.878
H 4.541 1.020 5.873
H -2.168 6.147 1.901
H -8.099 -1.333 1.030
H 3.046 -3.123 -2.222
H 0.297 7.916 4.406
C -0.456 -5.137 -0.486
H 6.915 1.338 -0.780
H 3.273 -1.382 -2.210
O 6.415 3.138 -1.692
C 2.886 -2.221 -1.627
N -0.019 -6.290 1.577
H 2.138 0.014 -3.618
H -4.023 -2.467 8.248
C -0.506 -4.989 1.028
H 4.410 -2.607 1.633
H -1.675 -1.688 -8.666
H -0.872 9.265 4.233
H 0.300 -1.066 -0.139
H 2.888 0.594 6.383
C -0.653 8.233 3.968
H -1.601 0.648 -4.478
H -0.622 0.239 -3.101
H -3.022 1.871 1.034
O -4.785 1.407 0.103
O 1.536 -1.943 -1.325
H -1.915 0.001 -8.112
N -4.154 -1.971 7.372
H -0.366 0.954 -1.273
C 0.664 1.840 -4.843
C 4.914 0.977 -3.130
C 5.002 3.004 -1.660
H -3.515 -4.148 6.038
C -2.954 -2.137 6.560
H 1.167 2.066 -3.896
H -1.450 -2.241 -1.689
H 4.965 -2.372 3.297
O -0.382 -3.918 -1.215
C 0.351 -3.877 1.590
H 1.335 2.245 -5.602
O 1.233 0.354 -7.233
H 4.029 0.661 3.484
H -5.957 -2.150 0.824
H 4.386 1.450 -3.959
H -2.296 -3.319 -0.513
H -2.523 -0.786 -5.975
H 4.623 3.447 -0.726
C 4.563 -1.868 2.416
O -0.404 -0.492 0.196
H 0.891 4.786 0.729
C 0.243 7.136 2.074
C -5.591 -1.218 0.403
H 3.272 0.112 1.214
C 0.345 -2.369 -6.997
H -2.017 -2.499 -6.066
H 0.911 1.094 -7.755
C 0.791 4.720 1.821
N -7.934 -0.353 0.807

As for the SMILES: CC1(C)CCCC(C)(C)N1O.COC[C@H](C)N.COC[C@H](C)N.COC[C@H](C)N.COC[C@H](C)N.COC[C@H](C)N.COC[C@H](C)N.CO.CO. The value obtained for the energy above the lowest of the compared OMol25 structures with the same formula, charge and spin is 0.0 kcal/mol. As for the LUMO energy: 0.41 eV. Its HOMO-LUMO gap is 8.60 eV.

---

Record 3
Formula: C4H3CdO
Source: OMol25
Level of theory: ωB97M-V with the def2-TZVPD basis set

Geometry (Å):
C -0.482 0.171 1.520
C 2.130 1.094 1.820
H 3.081 -0.512 0.596
H 1.826 1.998 2.341
Cd -2.095 -0.694 -2.341
C -0.821 -0.281 0.422
H -0.678 0.376 2.558
C 2.906 0.366 1.204
O -1.100 -0.694 -0.716

As for the LUMO energy (spin up / spin down): 0.23 / -2.47 eV. Its spin multiplicity is 2. Its HOMO-LUMO gap (spin up / spin down) is 8.22 / 5.49 eV. The expectation value of S² is 0.75.

---

Record 4
Formula: C2H4NOP
Source: OMol25
Level of theory: ωB97M-V with the def2-TZVPD basis set

Geometry (Å):
N -0.806 -0.775 1.029
H 1.062 -0.489 -1.774
O -1.185 1.751 0.006
H 1.584 0.429 -0.293
H -1.384 0.353 -1.816
P -0.717 0.568 -0.682
C 0.865 0.221 -1.048
H 0.707 -1.161 2.637
C -0.126 -0.898 1.942

The value obtained for the energy above the lowest of the compared OMol25 structures with the same formula, charge and spin is 58.2 kcal/mol. As for the LUMO energy: 0.20 eV. Its HOMO-LUMO gap is 8.47 eV.

---

Record 5
Formula: C37H31AuO2P2
Source: OMol25
Level of theory: ωB97M-V with the def2-TZVPD basis set

Geometry (Å):
C -3.136 -2.531 -2.357
C 1.649 0.639 3.045
H -2.653 5.427 -5.216
C -2.451 3.587 2.549
C 1.880 2.187 -1.624
H 0.236 1.382 4.520
H 1.234 0.180 6.407
C 2.780 -0.180 2.879
C -3.622 -1.333 -2.870
H 0.763 -0.583 -3.279
C -2.478 4.784 -3.170
C -3.386 2.567 2.702
O 1.115 -1.018 -0.613
H -1.688 -1.973 0.231
C -1.495 -1.065 0.839
H -3.700 -3.450 -2.491
P 0.974 1.467 1.574
C 1.435 0.169 -2.874
C 2.799 0.053 -3.160
H -3.722 0.441 2.632
H 2.735 5.448 -0.847
H -2.414 -0.444 0.879
C 1.672 0.077 5.417
H 3.155 -0.778 -3.763
C -2.904 -0.147 -2.685
H 4.217 -1.490 3.809
H -4.418 2.803 2.946
C -2.302 4.649 -4.544
C -1.671 0.945 2.206
H 3.857 6.419 1.141
C 3.270 4.803 2.437
C 1.106 0.755 4.333
C -1.211 2.518 -4.191
C 1.930 3.013 1.433
C -2.022 3.784 -2.307
H -1.205 -1.363 1.867
H -1.398 -0.100 2.060
C -1.680 -0.134 -1.998
C 2.790 -0.731 5.231
H 3.227 -1.261 6.073
H -2.755 4.624 2.672
C 0.948 1.227 -2.093
H -3.340 0.774 -3.066
C 2.040 3.694 0.201
C 3.701 1.000 -2.680
C 3.333 5.470 1.219
O 1.384 3.289 -0.943
H -0.308 -1.387 -0.876
H -1.561 -3.470 -1.230
C -0.707 1.960 2.055
H 3.951 2.823 -1.580
H -4.571 -1.311 -3.399
H -0.718 1.646 -4.613
C -1.936 -2.541 -1.652
C -2.997 1.243 2.529
H 3.232 -0.299 1.895
C 2.710 4.922 0.104
H -1.528 3.412 -6.127
H 3.748 5.227 3.316
H 4.760 0.909 -2.910
C -1.383 2.636 -2.805
C -1.124 3.287 2.224
H -2.964 5.667 -2.764
C 3.345 -0.859 3.961
C 3.243 2.074 -1.921
C -1.223 -1.353 -1.465
C 2.574 3.592 2.542
Au 0.000 0.000 0.000
P -0.802 1.399 -1.616
C -1.670 3.517 -5.055
H -0.431 4.114 2.096
H -2.161 3.913 -1.235
H 2.532 3.123 3.522

The value obtained for the energy above the lowest of the compared OMol25 structures with the same formula, charge and spin is 221.8 kcal/mol. As for the LUMO energy: -0.42 eV. Its HOMO-LUMO gap is 6.13 eV.

---

Record 6
Formula: C27H65N3O10P
Source: OMol25
Level of theory: ωB97M-V with the def2-TZVPD basis set

Geometry (Å):
H 2.011 -5.843 5.097
H 5.552 -1.993 0.417
C 2.679 -0.238 -0.787
H 9.306 -1.476 -1.512
H -8.545 9.036 -1.512
C 1.384 -1.051 -1.383
H 7.255 -1.951 1.386
H 4.886 -4.713 1.492
H 1.920 -3.097 4.537
P 3.460 -5.034 1.413
H 8.383 -6.012 0.527
H 2.988 0.215 2.614
H -0.049 -4.383 0.702
H -1.603 0.003 0.246
N -3.564 0.628 0.067
H 9.551 -3.839 -1.487
C -5.905 1.338 -0.323
H 6.422 -7.254 -1.621
C 2.708 0.589 1.515
C -6.673 7.987 -1.645
H -7.314 -0.847 -0.101
H 6.466 -7.443 0.269
H -6.200 0.980 0.670
C 6.249 0.128 0.969
H -7.146 7.019 -1.834
C -6.395 5.067 0.500
N 2.730 -5.070 5.001
H 1.214 -0.654 -2.495
H -6.507 2.227 -0.544
H 4.284 -3.572 3.300
C -7.678 8.853 -0.868
H -5.951 5.212 -2.029
N -5.423 7.826 -0.896
H -5.630 -1.377 -0.409
O -1.840 -0.252 -2.412
H -6.305 5.970 1.110
H -4.188 2.037 -1.391
C 7.813 -5.768 -0.490
H 1.133 -4.521 3.586
C 8.871 -3.575 -0.551
C -2.136 0.852 -0.198
C -5.031 5.347 -1.450
H -3.025 -1.066 -3.861
O -8.166 8.144 0.278
H -5.639 7.567 0.062
O 3.261 -3.778 0.173
H -6.857 -1.524 -1.677
C -6.512 -0.905 -0.844
O 7.267 -1.521 -0.779
H -3.745 -1.049 -2.257
O 1.801 -5.565 1.289
H 1.586 0.919 1.545
H -2.182 1.797 -2.195
C -3.136 -0.466 -2.954
H 3.183 -6.729 -0.499
O 7.587 -4.314 -0.582
C -4.421 1.736 -0.366
C 8.674 -1.923 -0.609
O -5.159 4.784 -0.143
C 4.089 -6.397 0.172
H 9.101 -1.404 0.360
C -7.729 8.707 1.508
H -7.225 5.159 -0.206
H 3.568 -6.064 2.453
C 6.593 -1.430 0.548
H -6.657 8.552 1.646
C -4.529 6.804 -1.457
C -1.702 0.963 -1.673
H -3.847 -0.220 -0.415
H -3.640 0.467 -3.220
C 6.399 -6.655 -0.593
H -0.629 1.188 -1.675
H 8.501 -6.090 -1.407
H -8.256 8.200 2.321
H 3.395 1.510 1.257
H 3.651 -0.331 -1.471
O -6.197 0.385 -1.353
H 2.676 -4.543 5.920
H 4.369 -7.313 0.845
C 2.168 -4.111 3.959
H 5.628 0.583 0.078
H -1.809 1.746 0.344
H 0.763 -5.397 -0.694
H 5.637 0.074 1.969
H -4.269 4.743 -1.957
C 0.982 -4.802 0.290
H -6.458 8.460 -2.609
H 0.367 -0.792 -0.817
H 2.395 0.920 -0.832
H 1.414 -2.670 0.715
H -4.260 7.090 -2.481
C 1.580 -2.675 -1.503
H -6.615 4.242 1.181
C 3.223 -3.710 2.770
H 7.303 0.666 1.098
O 3.008 -0.536 0.615
H -7.252 9.828 -0.604
H 2.958 -2.632 2.340
O 5.205 -5.799 -0.573
H -4.259 2.596 0.293
H 9.452 -3.873 0.448
C 1.835 -3.452 -0.082
H -7.964 9.775 1.556
H 0.551 -3.101 -1.933
H -3.605 6.844 -0.868
H 2.393 -2.964 -2.327

Its net charge is -1. As for the LUMO energy: 1.80 eV. Its HOMO-LUMO gap is 5.28 eV.

---

Record 7
Formula: C15H15CrI2N2O7P2S5
Source: OMol25
Level of theory: ωB97M-V with the def2-TZVPD basis set

Geometry (Å):
C 4.794 0.092 -2.677
O -1.935 -1.074 -1.262
C -3.166 -3.204 1.589
H -1.203 1.327 -2.895
H 2.811 3.652 2.409
C -2.820 -1.744 1.363
C 0.026 4.052 -1.291
P -1.041 -1.364 1.581
H -3.832 0.010 1.488
S 3.216 0.078 -3.376
H 2.212 -4.227 -2.319
C -0.662 3.331 -2.228
H -4.214 -3.402 1.357
C 2.289 1.787 1.464
N 0.074 1.278 -1.304
C -0.637 1.929 -2.195
O -0.840 -1.662 3.137
C 3.360 -1.812 -1.558
O -3.822 0.245 -0.029
O -0.228 -2.252 0.686
O -0.916 0.098 1.247
C 2.016 -4.258 -1.250
C 0.803 3.384 -0.320
P -3.152 -1.056 -0.364
H -0.019 5.133 -1.291
H -2.558 -3.819 0.928
O 1.595 -0.143 0.209
H 0.100 -1.704 3.389
S 5.978 1.141 -3.093
H -2.949 -3.499 2.617
O -4.191 -2.131 -0.940
H -4.465 -1.191 2.582
C 2.261 3.189 1.601
C 0.823 1.981 -0.406
Cr -0.031 -0.610 -0.683
I 3.275 0.574 2.841
H -4.153 -2.202 -1.906
N -3.607 -0.778 2.234
H -3.062 -0.413 3.011
C 1.611 1.153 0.448
S 0.795 -1.469 -2.663
H 0.975 -4.027 -1.048
I 1.551 6.044 1.009
S 3.099 -3.091 -0.390
C 1.554 3.969 0.726
H -1.249 3.829 -2.989
S 4.984 -1.162 -1.501
H 2.274 -5.240 -0.854
C 2.518 -1.222 -2.426

The value obtained for the energy above the lowest of the compared OMol25 structures with the same formula, charge and spin is 3.0 kcal/mol. As for the LUMO energy (spin up / spin down): -0.86 / -0.40 eV. Its spin multiplicity is 2. Its HOMO-LUMO gap (spin up / spin down) is 6.37 / 6.82 eV. The expectation value of S² is 0.76.

---

Record 8
Formula: C4H6IN2
Source: OMol25
Level of theory: ωB97M-V with the def2-TZVPD basis set

Geometry (Å):
H -1.435 3.589 0.396
H 0.897 -0.694 -1.083
H -1.845 -1.671 -0.262
C 0.516 1.178 -0.130
C 1.170 0.101 -0.465
C -0.625 -3.044 -0.043
C -0.340 3.399 0.375
N 0.027 2.197 0.262
I 3.186 -0.213 -0.093
H -1.375 -3.834 0.203
H 0.414 -3.367 0.197
N -0.844 -1.853 -0.194
H 0.254 4.213 0.836

Its net charge is +1. The value obtained for the energy above the lowest of the compared OMol25 structures with the same formula, charge and spin is 99.1 kcal/mol. As for the LUMO energy (spin up / spin down): -5.90 / -5.90 eV. Its HOMO-LUMO gap (spin up / spin down) is 7.44 / 7.44 eV.

---

Record 9
Formula: C6H10NOSi
Source: OMol25
Level of theory: ωB97M-V with the def2-TZVPD basis set

Geometry (Å):
C 1.274 2.007 0.240
H 1.953 -2.948 -1.049
H -2.108 -1.928 -2.588
H 0.878 -1.006 1.287
H 1.433 2.545 -0.702
C -1.164 -2.036 -1.967
H -1.094 -3.010 -1.378
C 1.283 -1.513 0.541
H 2.086 2.440 0.919
H -0.272 -1.683 -2.478
C -1.263 -0.993 -0.976
C -1.542 0.611 0.870
H -0.153 3.683 2.566
O -0.576 2.898 2.391
N -1.426 -0.221 -0.134
C 1.649 -2.244 -0.343
Si -0.319 1.897 1.167
H 1.670 1.009 0.031
H -2.308 0.492 1.601

Its net charge is +1. As for the LUMO energy (spin up / spin down): -3.32 / -6.56 eV. Its spin multiplicity is 3. Its HOMO-LUMO gap (spin up / spin down) is 5.73 / 7.88 eV. The expectation value of S² is 2.01.

---

Record 10
Formula: C5H12N4
Source: OMol25
Level of theory: ωB97M-V with the def2-TZVPD basis set

Geometry (Å):
H 1.411 2.622 0.781
H -0.585 -2.514 -1.560
N 1.188 -0.968 1.534
H -0.355 -0.870 -2.191
C 0.752 -0.461 0.275
H 0.679 2.694 -0.645
H -3.111 1.107 0.291
C -1.005 1.051 0.401
C -2.202 1.541 0.689
H 2.567 -1.262 -0.490
N 1.177 2.049 -0.031
H -1.135 -1.452 0.632
C 0.327 0.992 0.352
H -2.298 2.427 1.306
N -0.606 -0.995 -0.105
C -0.889 -1.470 -1.454
N 1.752 -0.710 -0.713
H -1.958 -1.369 -1.648
H 1.711 -1.835 1.542
H 1.916 0.098 -1.309
H 0.662 -0.675 2.346

As for the SMILES: C=C=C(N)C(N)(N)NC. The value obtained for the energy above the lowest of the compared OMol25 structures with the same formula, charge and spin is 94.6 kcal/mol. As for the LUMO energy: 0.94 eV. Its HOMO-LUMO gap is 7.58 eV.